Computed, not measured: 11 unconnected molecules or ions with the total composition C30H53BN10O4 at a distorted geometry, with ωB97M-V/def2-TZVPD.

Results
SMILES string	CCOCCOCBCOCCOCC.CC#N.CC#N.CC#N.CC#N.CC#N.CC#N.CC#N.CC#N.CC#N.CC#N
multiplicity	1
HOMO-LUMO gap	9.2344	eV
E_LUMO	-0.0023	Ha
HOMO energy	-9.30	eV
charge	0

Last column: Mulliken charge in e.
Atoms and positions in Å:
C1 -1.72771 2.81163 -4.14139  -0.312
C2 -2.40446 1.34271 -4.53202  -0.083
O1 -1.42100 0.28446 -4.14073  -0.378
C3 -2.16423 -0.95422 -3.73432  -0.449
C4 -2.45386 -0.94205 -2.09015  -0.126
O2 -1.94792 0.31073 -1.48780  0.113
C5 -2.75274 0.72433 -0.32724  -0.470
B1 -1.72261 0.87028 0.97261  0.508
C6 -1.27711 -0.45295 1.87887  0.127
O3 -0.51880 -0.04356 3.07890  -0.136
C7 -0.04691 -1.31093 3.69659  -0.084
C8 1.25896 -1.13214 4.67130  -0.436
O4 2.55886 -1.12907 3.98305  -0.443
C9 2.70068 0.00159 3.05280  0.092
C10 2.57771 1.48811 3.75225  -0.659
H1 -1.27070 3.36873 -5.08315  0.231
H2 -0.87449 2.60050 -3.33366  -0.163
H3 -2.51522 3.51940 -3.59075  0.239
H4 -3.36265 1.22555 -3.86000  0.179
H5 -2.65798 1.23633 -5.66979  0.149
H6 -3.14386 -1.10551 -4.36853  0.286
H7 -1.46879 -1.89619 -3.91800  0.186
H8 -3.60842 -1.09059 -1.95752  0.352
H9 -1.80663 -1.81665 -1.60508  -0.080
H10 -3.32743 1.73870 -0.47805  0.036
H11 -3.54651 -0.10062 -0.00787  0.257
H12 -1.26170 1.92897 1.28065  -0.220
H13 -0.63205 -1.12926 1.13608  -0.378
H14 -2.20941 -1.10444 2.22854  0.057
H15 -0.94198 -1.66199 4.40367  0.198
H16 0.07140 -2.19332 2.90342  0.123
H17 1.26916 -2.08546 5.38945  0.268
H18 1.05764 -0.20945 5.36218  0.210
H19 1.99964 -0.10132 2.09225  -0.114
H20 3.81085 -0.06219 2.62021  0.307
H21 2.75331 2.37675 2.97764  0.313
H22 3.24646 1.60582 4.72676  0.250
H23 1.43942 1.59837 4.08280  0.042
C11 1.98727 0.52376 -1.35736  0.331
C12 3.48375 0.30664 -1.51242  -0.029
N1 4.72506 0.12652 -1.64099  -0.569
H24 1.47425 0.26105 -2.28655  0.314
H25 1.60164 -0.10251 -0.54822  -0.208
H26 1.78504 1.57249 -1.12314  0.139
C13 1.40145 -3.73357 -1.22283  -0.709
C14 0.32347 -3.38875 -0.20808  0.519
N2 -0.57072 -3.10268 0.63360  -0.646
H27 1.59709 -4.80926 -1.20783  0.304
H28 1.07532 -3.44480 -2.22576  0.300
H29 2.32496 -3.20024 -0.98142  0.268
C15 4.36372 -6.42660 1.07217  -0.718
C16 3.53553 -6.33572 -0.19924  0.494
N3 2.84853 -6.26031 -1.25383  -0.648
H30 5.41020 -6.62155 0.82222  0.270
H31 4.29918 -5.48660 1.62703  0.247
H32 3.99096 -7.23849 1.70264  0.279
C17 -0.61052 4.95375 0.28330  -0.702
C18 -0.10552 3.97971 -0.76879  0.440
N4 0.31342 3.17178 -1.64146  -0.601
H33 -1.45967 4.51848 0.81724  0.191
H34 0.18555 5.17435 0.99970  0.330
H35 -0.92887 5.88503 -0.19312  0.361
C19 -1.90702 1.21364 7.26128  -0.766
C20 -0.67210 1.97343 6.80481  0.484
N5 0.35227 2.60361 6.42620  -0.510
H36 -2.77264 1.51736 6.66625  0.247
H37 -1.74980 0.13856 7.13838  0.247
H38 -2.10703 1.42603 8.31508  0.351
C21 2.92801 -5.24860 -4.79954  -0.387
C22 1.57084 -5.20434 -5.48276  0.335
N6 0.44509 -5.16758 -6.04947  -0.457
H39 3.55937 -6.00521 -5.27338  0.311
H40 3.41794 -4.27440 -4.88036  0.253
H41 2.80510 -5.49866 -3.74220  -0.014
C23 3.67681 2.59614 -4.37233  -0.411
C24 3.85786 3.96888 -4.99962  0.196
N7 4.00799 5.10752 -5.51998  -0.427
H42 3.84457 2.65429 -3.29341  0.129
H43 2.66178 2.23337 -4.55595  0.156
H44 4.39090 1.89089 -4.80627  0.344
C25 -3.92150 3.39907 -8.11767  -0.734
C26 -4.63823 3.90777 -6.87744  0.393
N8 -5.23278 4.32969 -5.84869  -0.463
H45 -2.85034 3.60434 -8.03970  0.252
H46 -4.07109 2.32062 -8.21861  0.258
H47 -4.31590 3.89799 -9.00713  0.316
C27 -1.16170 -5.24666 4.89299  -0.637
C28 -1.87843 -4.73796 6.13323  0.355
N9 -2.47298 -4.31605 7.16197  -0.458
H48 -0.09054 -5.04139 4.97096  0.228
H49 -1.31129 -6.32512 4.79206  0.319
H50 -1.55610 -4.74774 4.00354  0.202
C29 -2.14303 5.71804 5.44355  -0.708
C30 -1.51306 5.66485 4.06118  0.397
N10 -0.99045 5.62076 2.91455  -0.530
H51 -2.82829 4.87594 5.57355  0.196
H52 -1.36495 5.66571 6.21002  0.263
H53 -2.69926 6.65169 5.56405  0.318